{
  "formula": "C42H96IN8O8PS2",
  "method": "ωB97M-V/def2-TZVPD",
  "species": ["I", "S", "S", "P", "O", "O", "O", "O", "O", "O", "O", "O", "N", "N", "N", "N", "N", "N", "N", "N", "C", "C", "C", "C", "C", "C", "C", "C", "C", "C", "C", "C", "C", "C", "C", "C", "C", "C", "C", "C", "C", "C", "C", "C", "C", "C", "C", "C", "C", "C", "C", "C", "C", "C", "C", "C", "C", "C", "C", "C", "C", "C", "H", "H", "H", "H", "H", "H", "H", "H", "H", "H", "H", "H", "H", "H", "H", "H", "H", "H", "H", "H", "H", "H", "H", "H", "H", "H", "H", "H", "H", "H", "H", "H", "H", "H", "H", "H", "H", "H", "H", "H", "H", "H", "H", "H", "H", "H", "H", "H", "H", "H", "H", "H", "H", "H", "H", "H", "H", "H", "H", "H", "H", "H", "H", "H", "H", "H", "H", "H", "H", "H", "H", "H", "H", "H", "H", "H", "H", "H", "H", "H", "H", "H", "H", "H", "H", "H", "H", "H", "H", "H", "H", "H", "H", "H", "H", "H"],
  "coordinates": [[2.301994, 5.154416, 3.574348], [-1.793516, 4.944951, 0.933357], [-1.095202, 0.688383, 2.773908], [-2.017782, 3.109589, 1.509790], [6.751471, 6.983366, 7.808715], [-0.071823, -4.447395, 1.579201], [-1.217618, -11.872640, -5.470781], [-0.433782, -0.638113, 2.201550], [-2.494845, 0.522073, 2.496281], [1.399219, 4.287018, 0.922480], [-0.784355, -9.137643, -1.583719], [-0.705372, 0.878598, 4.140593], [7.114738, 4.979719, 5.747067], [8.112547, 3.288784, 2.693060], [1.738785, -0.003421, 3.013850], [-1.652027, -6.404156, -2.008650], [1.252595, -13.391685, -5.281142], [6.823685, 2.173601, 4.309528], [-0.994166, -3.825367, 4.241410], [7.051822, 1.241195, 2.132279], [7.456766, 6.806173, 9.020866], [-0.455195, 2.077373, 1.746122], [0.979589, -0.527692, 1.885884], [-1.023132, 2.620520, -1.573425], [9.303805, 5.380611, 6.726257], [0.456841, 2.901498, 2.677948], [2.561569, 0.465753, 0.162709], [8.127429, 6.008724, 5.987283], [-0.255564, -14.664902, -6.704946], [-1.751029, -6.092482, 3.766195], [-5.453311, 8.449066, 0.588081], [-2.798497, 5.652596, -3.976319], [7.546295, 7.250851, 6.670921], [-1.267762, 3.612382, -3.892660], [-6.839990, 7.848843, 0.874262], [-4.325362, 7.645019, -3.500362], [0.020901, -8.228878, -2.305850], [-7.698035, 7.594369, -0.370044], [1.241119, 4.017239, 2.047496], [-2.699344, 4.137925, -3.814594], [-1.818934, -4.630234, 3.338121], [-0.741486, -7.062997, -2.947706], [-4.235562, 6.168077, -3.903607], [-1.424583, -10.128932, -2.365836], [-1.195999, -13.149488, -4.863088], [7.404510, 2.292549, 3.021659], [-5.452194, 8.465572, -4.150258], [3.376589, 1.515563, 0.935716], [-7.339342, 7.261820, -2.885162], [4.599029, 0.981390, 1.710130], [-1.047657, 2.337551, -3.074667], [-0.049901, -14.059631, -5.320535], [-0.741503, 1.356674, -0.740935], [-1.515110, -7.446172, -4.204987], [-1.459844, -4.391328, 1.866997], [0.454264, -5.744230, 1.379806], [5.903637, 1.617467, 1.258833], [-7.012736, 6.770431, -1.473227], [0.229941, 1.537906, 0.445215], [1.100226, 0.249732, 0.593624], [-1.837036, -11.808571, -6.741183], [-6.707723, 8.605507, -3.290242], [-0.070231, -13.933992, -7.492201], [-2.008956, -5.081262, 1.211900], [-1.270213, -15.049149, -6.824617], [-2.680672, -12.502141, -6.805563], [-1.132039, -2.846500, 4.002520], [7.770934, 5.769605, 9.167207], [-0.277529, -6.399028, 0.895419], [-0.012770, -14.884253, -4.601910], [-0.272199, 3.382371, -1.360763], [-2.531345, 3.034602, 2.804618], [-1.071038, -12.958600, -3.793546], [-2.207504, -10.792135, -6.870457], [-7.448270, 9.175461, -3.856674], [-0.990886, 3.434659, -4.933617], [5.799286, 2.701970, 1.295947], [6.879233, 7.749814, 5.963467], [0.699370, -0.454051, -0.139059], [-0.022852, -4.011734, 4.006147], [7.337818, 1.493756, 4.860984], [3.743217, 2.254404, 0.221420], [-2.348096, 5.951603, -4.927741], [4.485888, 1.204732, 2.775068], [-1.679144, 0.902629, -0.406246], [8.387008, 3.188248, 1.717914], [-0.806537, -10.429628, -3.217035], [-7.066060, 6.496611, -3.616445], [0.909330, 2.329760, 0.143851], [-5.250300, 9.307955, 1.226585], [-1.765375, -3.376644, 1.600934], [-0.124223, 1.838660, -3.381252], [6.781871, 7.077163, 9.831844], [-2.007917, 3.005422, -1.310789], [-1.589765, -10.995406, -1.725381], [-5.934178, 6.735986, -1.307679], [1.307866, -0.283152, 3.888309], [-4.796322, 5.547037, -3.197954], [1.272674, -1.556699, 1.658638], [-4.421919, 7.713313, -2.414301], [6.643474, 4.785277, 6.627719], [-2.229997, -6.745155, 3.033810], [-1.873062, 1.647643, -3.289195], [-0.292630, 0.620823, -1.412016], [6.145685, 1.309368, 0.239299], [-2.256763, -6.222933, 4.721893], [-8.427969, 7.357934, -2.945138], [-3.153154, 3.880193, -2.853307], [6.909736, 3.071582, 4.786970], [-2.855096, -4.299639, 3.455740], [-2.427662, -7.990575, -3.962309], [-7.356586, 5.734920, -1.395669], [-0.912071, -8.068882, -4.868490], [-2.394965, -9.790235, -2.736762], [8.337626, 7.454195, 9.064784], [0.613187, -8.765254, -3.059595], [-6.740652, 6.921051, 1.441094], [0.719971, -7.817116, -1.572367], [-3.369077, 8.118552, -3.740478], [2.742565, 2.013638, 1.657970], [-2.166988, -13.645119, -4.996090], [-1.123815, -6.036338, -1.223085], [-2.221768, 6.116215, -3.168761], [-5.742563, 8.001690, -5.098210], [-7.392775, 8.536571, 1.518997], [-1.135568, -12.022474, -7.551050], [3.070623, -0.502291, 0.153388], [2.667883, -0.406759, 2.996650], [-8.592273, 7.053680, -0.050598], [-2.254731, -7.117211, -1.606861], [-5.352957, 8.760095, -0.451331], [1.183257, -12.530598, -5.815995], [8.974335, 4.822077, 7.603155], [-4.659118, 7.725810, 0.781183], [-4.720520, 6.030545, -4.875328], [-3.319289, 3.661560, -4.582066], [8.491246, 6.335765, 5.008981], [8.344553, 7.960340, 6.926649], [-1.808401, -6.548858, -4.748552], [0.015989, -6.327761, -3.237522], [9.819574, 4.681336, 6.069279], [-8.044134, 8.552578, -0.768235], [10.019047, 6.138188, 7.051351], [0.776418, -6.208171, 2.315144], [4.680657, -0.108015, 1.622183], [2.496811, 0.779832, -0.882760], [-0.591029, 4.383780, -3.510165], [-5.068117, 9.457185, -4.400034], [-6.475905, 9.203280, -2.404005], [0.441313, -15.487667, -6.857921], [6.747057, 0.461851, 2.704866], [-0.720762, -6.423906, 3.898471], [-0.127348, 3.337745, 3.491457], [-2.873834, 2.321008, 0.744058], [1.181184, 2.253537, 3.180060], [1.324923, -5.648837, 0.730226], [6.386187, 5.352301, 5.143511], [1.458075, -13.094656, -4.332149]],
  "forces_ev_per_a": [[0.04, 0.03, 0.11], [0.00, -0.09, 0.05], [-0.90, -0.15, 0.27], [0.24, 0.73, -0.08], [0.02, -0.05, 0.06], [0.03, -0.03, -0.02], [0.01, 0.03, -0.04], [0.43, 0.57, 0.12], [0.30, -0.05, -0.14], [0.16, 0.25, -0.92], [-0.04, -0.03, -0.02], [0.05, -0.03, -0.26], [-0.33, 0.00, 0.07], [-0.22, 0.13, -0.06], [-0.18, 0.02, -0.06], [0.08, -0.04, 0.09], [-0.09, 0.07, 0.10], [0.23, 0.27, -0.04], [-0.05, 0.15, -0.20], [-0.23, 0.04, 0.10], [-0.07, 0.02, 0.01], [-0.01, -0.52, 0.16], [0.36, -0.50, 0.02], [-0.16, -0.44, -0.08], [0.04, -0.01, -0.02], [-0.13, 0.03, 0.15], [-0.31, 0.19, -0.19], [0.12, -0.12, 0.03], [-0.01, -0.05, 0.00], [-0.05, -0.02, 0.00], [0.06, -0.22, 0.13], [-0.10, -0.13, 0.21], [-0.02, 0.07, -0.10], [0.08, -0.04, 0.18], [-0.09, 0.18, -0.02], [0.15, 0.14, -0.09], [0.13, 0.06, 0.03], [0.12, -0.14, 0.08], [-0.03, -0.13, 0.71], [-0.18, 0.18, -0.17], [0.12, -0.16, 0.03], [-0.12, -0.04, -0.02], [-0.14, -0.03, -0.09], [0.00, -0.04, 0.05], [-0.01, -0.04, 0.13], [-0.04, -0.17, 0.10], [-0.04, -0.15, 0.11], [0.39, -0.34, -0.01], [-0.13, 0.10, 0.06], [-0.14, 0.04, 0.26], [-0.24, 0.03, -0.08], [0.05, 0.03, -0.12], [0.02, -0.06, -0.15], [0.02, 0.02, -0.05], [-0.13, 0.13, -0.06], [0.06, 0.04, -0.04], [0.45, -0.25, 0.08], [-0.08, -0.15, 0.03], [-0.04, 0.06, -0.16], [0.04, 0.01, -0.04], [0.01, 0.09, 0.04], [-0.06, -0.09, -0.12], [-0.01, 0.03, 0.01], [0.02, -0.04, 0.03], [0.00, 0.01, 0.00], [0.00, -0.02, -0.02], [0.00, 0.04, 0.15], [0.05, 0.01, -0.01], [0.00, -0.05, 0.03], [-0.04, 0.00, 0.03], [-0.09, 0.13, 0.05], [-0.10, -0.18, 0.10], [0.01, 0.04, -0.01], [-0.01, 0.00, 0.01], [0.05, 0.09, 0.01], [0.00, 0.05, -0.03], [0.03, 0.04, -0.19], [-0.03, -0.01, 0.02], [-0.07, -0.02, 0.05], [0.03, -0.02, 0.09], [-0.21, -0.16, 0.00], [-0.15, 0.17, 0.08], [0.09, 0.10, 0.07], [0.00, -0.04, 0.00], [0.04, -0.13, 0.02], [0.01, 0.04, -0.03], [-0.03, 0.01, -0.04], [0.02, 0.01, -0.02], [-0.01, 0.07, 0.06], [-0.01, 0.05, -0.05], [0.04, 0.02, 0.01], [0.05, 0.03, 0.03], [-0.01, 0.00, 0.00], [0.16, 0.36, 0.12], [0.01, 0.02, 0.03], [0.01, 0.06, -0.07], [-0.02, -0.03, 0.02], [-0.04, 0.03, 0.02], [-0.20, -0.08, 0.12], [0.14, 0.05, 0.02], [0.03, 0.05, 0.03], [0.01, 0.00, 0.00], [0.11, -0.12, -0.02], [0.04, 0.02, 0.00], [-0.13, 0.16, -0.10], [0.02, 0.02, 0.02], [-0.01, -0.06, -0.02], [0.04, -0.03, 0.02], [0.32, 0.02, 0.08], [-0.01, 0.03, -0.04], [0.01, -0.02, 0.02], [0.08, -0.02, 0.04], [0.00, -0.01, 0.01], [0.02, -0.01, -0.06], [0.02, -0.01, 0.01], [-0.03, 0.01, -0.03], [0.06, -0.03, -0.01], [-0.02, -0.01, 0.02], [0.00, -0.02, -0.05], [-0.08, 0.20, -0.09], [0.02, -0.03, -0.04], [0.00, 0.08, -0.05], [0.09, 0.03, -0.07], [0.08, 0.00, -0.05], [-0.04, -0.08, 0.04], [-0.02, -0.06, 0.00], [0.04, -0.01, 0.03], [0.05, 0.10, -0.03], [-0.12, 0.14, -0.05], [-0.05, 0.02, -0.03], [-0.02, 0.13, 0.00], [0.03, -0.03, -0.05], [-0.02, 0.02, 0.02], [0.01, 0.00, -0.08], [0.02, -0.05, 0.00], [0.02, -0.10, 0.05], [-0.01, 0.03, -0.01], [0.03, -0.04, 0.00], [-0.02, 0.01, 0.02], [0.04, -0.01, 0.01], [-0.02, -0.02, -0.01], [0.10, 0.03, -0.05], [0.00, 0.00, 0.01], [-0.05, -0.04, 0.00], [0.00, -0.02, -0.06], [0.09, -0.10, -0.03], [0.06, 0.00, -0.05], [-0.09, 0.04, 0.03], [-0.03, -0.03, 0.05], [0.03, 0.02, 0.00], [0.02, -0.08, -0.08], [0.02, 0.01, -0.02], [0.02, 0.04, -0.02], [-0.02, -0.15, 0.03], [0.03, -0.03, -0.10], [-0.01, 0.01, -0.01], [0.06, 0.00, -0.06], [0.04, -0.07, 0.00]],
  "lowdin_charge": [0.784, 0.231, 0.619, 0.443, -0.188, -0.199, -0.205, -0.174, -0.305, 0.008, -0.189, -0.253, 0.035, 0.133, 0.107, 0.048, 0.040, 0.098, 0.049, 0.003, -0.108, -0.490, -0.346, -0.230, -0.064, -0.285, -0.123, -0.423, -0.069, -0.067, -0.100, -0.219, -0.207, -0.211, -0.252, -0.199, -0.210, -0.219, -0.873, -0.221, -0.431, -0.431, -0.216, -0.104, -0.210, -0.566, -0.207, -0.174, -0.203, -0.205, -0.211, -0.435, -0.161, -0.067, -0.200, -0.109, -0.209, -0.216, -0.229, -0.226, -0.101, -0.209, 0.065, 0.117, 0.078, 0.091, 0.062, 0.074, 0.078, 0.135, 0.106, 0.007, 0.113, 0.086, 0.104, 0.111, 0.117, 0.123, 0.136, 0.068, 0.085, 0.117, 0.120, 0.104, 0.114, 0.048, 0.076, 0.102, 0.113, 0.067, 0.120, 0.110, 0.087, 0.058, 0.088, 0.084, 0.091, 0.102, 0.156, 0.093, 0.082, 0.078, 0.121, 0.109, 0.114, 0.076, 0.108, 0.103, 0.029, 0.138, 0.065, 0.110, 0.077, 0.080, 0.090, 0.121, 0.102, 0.116, 0.107, 0.072, 0.122, 0.047, 0.116, 0.106, 0.097, 0.076, 0.118, 0.089, 0.105, 0.072, 0.047, 0.069, 0.064, 0.066, 0.111, 0.119, 0.138, 0.120, 0.076, 0.135, 0.076, 0.107, 0.079, 0.078, 0.107, 0.121, 0.112, 0.103, 0.098, 0.076, 0.094, 0.064, 0.101, 0.004, 0.093, 0.088, 0.083, 0.070],
  "smiles": "[H]/N=C(/N)NCCCC[C@@H]1[C@@H](CCCCCCCCCCCCCCC)[C@@](CC(=O)I)([PH2]=S)S(=O)(=O)O[C@@H]1N.COC[C@@H](C)N.COC[C@@H](C)N.COC[C@@H](C)N.COC[C@@H](C)N",
  "homo_ev": -8.935,
  "e_lumo_ev": 0.272,
  "gap_ev": 9.21,
  "total_energy_ha": -4133.18111,
  "fmax_ha_per_bohr": 0.019
}